# 1
Density functional theory data (ωB97M-V/def2-TZVPD) for the ion C7H15BrNO with charge +1 at a distorted geometry.

Geometry as XYZ:
```
25
Properties=species:S:1:pos:R:3:forces:R:3:nbo_charge:R:1
C 0.355 -2.438 1.262 -0.542 -0.273 -0.700 -0.61
C -0.002 -2.119 -0.210 1.218 -0.139 1.418 -0.43
C -0.018 -0.546 -0.435 -2.601 0.681 -0.848 0.32
C -0.265 -0.337 -1.912 -1.242 0.257 -1.334 -0.69
O 1.121 0.085 0.062 2.118 -0.700 0.099 -0.56
C 1.477 1.466 -0.239 -1.668 -0.941 -0.586 -0.10
C 0.536 2.180 0.727 0.284 3.152 -1.247 -0.25
N -0.900 1.854 0.381 0.074 -0.921 1.667 -0.54
C -1.216 0.361 0.421 1.615 -2.847 0.985 -0.19
Br -3.082 0.189 -0.084 0.725 -0.073 0.297 0.11
H 1.366 -2.108 1.371 0.525 0.314 0.686 0.22
H 0.322 -3.498 1.508 -0.033 -0.069 -0.289 0.24
H -0.321 -1.956 1.950 -0.104 0.283 0.470 0.19
H -0.955 -2.679 -0.511 1.406 1.237 -0.090 0.25
H 0.972 -2.498 -0.719 -2.101 0.694 -0.099 0.25
H 0.594 0.219 -2.285 -0.414 0.321 -0.452 0.22
H -1.288 0.220 -2.023 2.070 -0.922 -0.504 0.21
H -0.275 -1.277 -2.563 -0.248 1.164 1.226 0.26
H 1.461 1.648 -1.383 -0.378 0.239 2.069 0.22
H 2.467 1.694 0.120 0.537 -0.555 -0.010 0.24
H 0.671 1.795 1.726 0.231 -0.223 0.175 0.24
H 0.690 3.361 0.795 -0.598 -2.488 -0.405 0.25
H -1.470 2.326 1.100 -0.114 -0.315 -0.412 0.45
H -1.250 2.156 -0.507 0.154 0.695 -0.960 0.44
H -0.989 -0.099 1.449 -0.913 1.428 -1.156 0.26
```
Positions in Å, forces in eV/Å.

Maximum force, hartree/bohr: 0.0665
HOMO, eV: -13.784
Relative energy (zero: lowest compared OMol25 entry of this formula, charge and spin), kJ/mol: 159.9
Charge: +1
Structure (SMILES): CC[C@]1(C)OCC[NH2+][C@H]1Br

***

# 2
Density functional theory data (ωB97M-V/def2-TZVPD) for a structure of composition C3H3N3OS at a distorted geometry.

Geometry as XYZ:
```
11
Properties=species:S:1:pos:R:3:forces:R:3:nbo_charge:R:1
C -0.089 -0.124 -0.338 -1.838 -0.413 2.578 0.02
C -0.471 -0.831 0.820 0.443 3.004 -2.147 0.18
C 0.687 1.054 0.040 1.718 -0.125 -5.181 -0.02
H 0.393 -0.752 -2.392 -4.255 1.676 2.733 0.40
H -1.582 -1.132 -1.732 4.302 2.908 0.680 0.40
H -1.082 -1.690 0.753 -0.489 -0.993 0.351 0.20
N -0.628 -0.322 -1.655 1.606 -4.071 -1.920 -0.81
N 0.575 0.837 2.336 -0.634 -0.446 -2.136 0.23
N 1.001 1.374 1.321 -0.018 0.177 2.586 -0.17
O -0.346 -0.301 2.040 0.417 -0.939 0.850 -0.37
S 1.543 1.887 -1.193 -1.251 -0.778 1.607 -0.05
```
Positions in Å, forces in eV/Å.

Maximum force, hartree/bohr: 0.1062
HOMO, eV: -8.622
Relative energy (zero: lowest compared OMol25 entry of this formula, charge and spin), kJ/mol: 659.3
Charge: 0